(1)
49
Properties=species:S:1:pos:R:3:mulliken_charge:R:1 method="wB97M-V/def2-TZVPD" homo_energy_ev=-6.94 total_charge=0 e_above_lowest_kj_mol=1008.8
O 2.96474 -4.17700 -1.32384 -0.57
N 3.72574 -3.18552 -1.24552 0.99
O 4.91370 -3.26564 -0.84796 -0.62
C 3.23656 -1.89879 -1.62162 -0.17
C 4.09949 -0.79266 -1.52316 -0.49
C 3.63525 0.46773 -1.90785 -0.55
C 2.32843 0.63732 -2.37452 -0.65
C 1.41238 -0.46263 -2.43265 1.10
C 0.03963 -0.24596 -2.78487 -1.51
N -0.81029 -1.29781 -2.99706 1.12
O -1.90813 -1.12609 -3.61832 -0.72
O -0.51640 -2.45714 -2.56628 -0.77
C 1.90672 -1.74002 -2.07269 -0.55
H 5.10589 -0.94932 -1.13805 0.49
H 4.31131 1.31865 -1.84449 0.40
H 1.96428 1.61031 -2.70316 0.39
H -0.28532 0.73050 -3.15233 0.58
H 1.22416 -2.58023 -2.14915 0.83
C 1.75141 1.68131 4.38579 -0.48
C 1.87039 0.93257 3.06744 -0.54
N 0.54484 0.59374 2.52394 0.22
C 0.31625 0.70675 1.21429 -0.05
C -0.90839 0.39467 0.60966 -0.49
C -1.27092 0.86070 -0.64581 -0.20
C -2.60476 0.68235 -1.15691 0.63
C -3.21309 1.65456 -1.99039 -0.40
C -4.51766 1.48699 -2.44714 -0.61
C -5.25540 0.34749 -2.07862 -0.36
C -4.66530 -0.62441 -1.25541 -0.75
C -3.36374 -0.46066 -0.79187 -0.12
C -0.51767 0.17243 3.43076 -0.48
C 0.06284 0.00305 4.82423 -0.78
O 0.75577 1.17867 5.26659 -0.38
H 2.70563 1.63030 4.93236 0.30
H 1.51170 2.73943 4.18481 0.31
H 2.37706 1.55573 2.32534 0.36
H 2.45385 0.00839 3.22590 0.26
H 1.14950 1.09089 0.61141 0.24
H -1.62583 -0.20550 1.18733 0.14
H -0.62699 1.60823 -1.11668 0.54
H -2.62587 2.53261 -2.27581 0.34
H -4.96465 2.24153 -3.09814 0.36
H -6.27602 0.21373 -2.43835 0.38
H -5.22166 -1.52044 -0.97439 0.35
H -2.88935 -1.22539 -0.17269 0.35
H -1.33896 0.91066 3.46028 0.37
H -0.94048 -0.78265 3.09266 0.45
H -0.74324 -0.10714 5.56501 0.39
H 0.72261 -0.88631 4.83790 0.33

***

(2)
22
Properties=species:S:1:pos:R:3:mulliken_charge:R:1 method="wB97M-V/def2-TZVPD" homo_energy_ev=-13.09 total_charge=+1 smiles="C/C=[N+](/C)CNNC" e_above_lowest_kj_mol=268.0
C -0.99883 -2.04259 0.39964 -1.35
C -0.91104 -0.78429 -0.37540 0.33
N -1.17770 0.40675 0.10775 0.23
C -1.50842 1.51208 -0.76652 -0.86
C -0.53340 0.73731 1.37049 -0.81
N 0.88034 0.86478 1.07298 -0.40
N 1.33151 -0.25263 0.33962 -0.03
C 2.32274 0.02984 -0.67844 -0.95
H -0.02489 -2.48155 0.60487 0.31
H -1.54162 -2.77112 -0.20289 0.41
H -1.52583 -1.90805 1.34214 0.33
H -0.89318 -0.88454 -1.45503 0.45
H -1.02683 2.42886 -0.43431 0.33
H -1.22332 1.30348 -1.79742 0.35
H -2.58859 1.66873 -0.73707 0.33
H -0.66721 -0.07577 2.08585 0.29
H -0.91060 1.66679 1.79400 0.45
H 1.08841 1.71742 0.56015 0.35
H 1.65890 -0.96469 0.99389 0.28
H 1.91310 0.72872 -1.40792 0.33
H 3.24608 0.44839 -0.26754 0.31
H 2.55787 -0.90401 -1.18392 0.34

***

(3)
19
Properties=species:S:1:pos:R:3:mulliken_charge:R:1 method="wB97M-V/def2-TZVPD" homo_energy_ev=-8.28 total_charge=0 smiles=Cc1cc[nH]c1C.O e_above_lowest_kj_mol=83.9
C -2.13936 0.65219 -1.21253 -1.33
C -0.70670 0.57141 -0.79153 0.89
C 0.06838 1.72850 -0.42795 -0.77
C 1.22781 1.25499 0.08953 -0.66
N 1.26908 -0.13497 0.00307 -0.05
C -0.01888 -0.54327 -0.42194 -0.03
C -0.33161 -1.96973 -0.66254 -1.17
H -2.68789 1.45642 -0.73514 0.36
H -2.10878 0.73899 -2.30504 0.31
H -2.67036 -0.28110 -1.00776 0.33
H -0.20804 2.76338 -0.52136 0.44
H 2.13220 1.67844 0.49505 0.45
H 1.90321 -0.80108 0.38938 0.33
H 0.42636 -2.56924 -1.17218 0.30
H -1.19959 -1.98477 -1.32012 0.34
H -0.44987 -2.50076 0.29400 0.28
O 0.75840 -0.86939 2.73471 -0.67
H 0.91172 0.08376 2.61754 0.32
H 0.39477 -1.04064 1.87321 0.32

***

(4)
5
Properties=species:S:1:pos:R:3:mulliken_charge:R:1 method="wB97M-V/def2-TZVPD" homo_energy_ev="-9.97 / -9.71" total_charge=0 e_above_lowest_kj_mol=309.9
N 0.20717 0.30704 -0.73514 -0.10
O 0.87469 -0.65712 -0.45088 -0.06
Cl 0.84144 -1.36368 1.18734 0.00
Br 0.34520 2.05074 0.00619 0.09
I -2.26849 -0.33698 -0.00749 0.06

***

(5)
30
Properties=species:S:1:pos:R:3:mulliken_charge:R:1 method="wB97M-V/def2-TZVPD" homo_energy_ev=-8.71 total_charge=0 smiles=NCCc1c(-c2ccncc2)ccc2nsnc12 e_above_lowest_kj_mol=872.3
N 2.23198 -1.86999 0.45237 -0.59
C 0.95291 -2.18418 -0.26561 -0.32
C -0.35516 -1.95504 0.64438 -0.55
C -1.24628 -0.68886 0.25255 0.34
C -0.74331 0.73655 -0.06108 0.24
C 0.80859 1.06651 -0.06220 0.60
C 1.62138 1.54043 1.21323 -0.39
C 3.13304 1.78035 0.99302 -0.15
N 3.94608 1.63401 -0.16327 -0.52
C 3.26277 1.23419 -1.34753 -0.31
C 1.74624 0.94816 -1.31889 -0.36
C -1.72077 1.95726 -0.40051 -0.51
C -3.24984 1.75390 -0.44763 -0.67
C -3.77667 0.28939 -0.14518 0.52
N -5.17630 -0.04909 -0.19714 -0.60
S -5.24547 -1.71008 0.18377 0.18
N -3.58238 -2.12247 0.43241 -0.59
C -2.82309 -0.91538 0.20685 0.20
H 2.78934 -1.16055 -0.03983 0.24
H 2.07753 -1.63611 1.44014 0.26
H 1.00251 -3.28796 -0.56029 0.29
H 0.83629 -1.57938 -1.23836 0.16
H -0.07767 -1.99706 1.77064 0.33
H -1.02974 -2.88507 0.48089 0.28
H 1.10016 1.68917 2.22759 0.33
H 3.69819 2.14227 1.93649 0.29
H 3.83732 1.08317 -2.33454 0.29
H 1.25350 0.62541 -2.31069 0.32
H -1.27155 2.98587 -0.64324 0.34
H -3.99960 2.57455 -0.69833 0.33

***

(6)
68
Properties=species:S:1:pos:R:3:mulliken_spin:R:1 method="wB97M-V/def2-TZVPD" homo_energy_ev="-7.30 / -7.16" total_charge=0 s_squared=2.015 multiplicity=3 e_above_lowest_kj_mol=25.8
W 0.17472 0.14313 -0.00873 0.93
O 0.23027 1.97662 0.83340 0.01
C -0.73181 2.49411 1.58159 0.04
C -0.44090 3.49708 2.50849 -0.01
C -1.40827 3.89988 3.40783 0.01
C -2.69560 3.34627 3.40298 0.00
C -3.00834 2.40569 2.44781 0.02
C -2.04676 1.99236 1.51772 -0.05
C -2.48747 1.17946 0.40900 0.03
N -1.75698 0.98550 -0.63835 0.02
C -2.35207 0.45637 -1.86804 -0.01
C -1.18524 0.00555 -2.73832 0.00
N -0.41610 -0.86248 -1.84917 -0.02
C -0.42218 -2.12255 -2.07948 0.00
C -0.30984 -3.12993 -1.07228 0.02
C -0.12029 -4.47544 -1.42776 0.01
C -0.33565 -5.47660 -0.51646 0.00
C -0.83085 -5.13583 0.75066 0.01
C -1.06060 -3.83109 1.11353 0.00
C -0.74906 -2.77926 0.22855 0.01
O -0.90953 -1.52830 0.60646 0.02
H 0.55851 3.90941 2.53351 0.00
H -1.15203 4.65018 4.14559 0.00
H -3.43163 3.66498 4.12716 0.00
H -4.00400 1.98066 2.39112 0.00
H -3.52940 0.85490 0.46312 0.00
H -2.93134 1.24329 -2.35323 0.00
H -3.01257 -0.38775 -1.64332 0.00
H -0.57793 0.86074 -3.02875 0.00
H -1.51402 -0.53705 -3.62590 0.00
H -0.69586 -2.46854 -3.07908 0.00
H 0.19406 -4.71046 -2.43846 0.00
H -0.16390 -6.51122 -0.77792 0.00
H -1.04589 -5.92282 1.46369 0.00
H -1.45915 -3.58094 2.08446 0.00
S 4.98639 0.36827 -0.38337 0.90
Sb 3.63983 -1.09355 -1.61922 -0.01
S 1.48023 1.59156 -1.41727 0.01
S 2.31106 0.44533 -2.92266 0.01
S 2.15236 -1.12998 0.32920 0.05
C 0.50322 1.97007 5.72239 0.00
C 1.93526 2.28706 5.31625 0.00
C 2.64442 1.17691 4.54121 0.00
C 2.18324 1.00577 3.09124 0.01
Ge 0.62663 -0.13320 2.64703 -0.01
C 0.96219 -1.91873 3.40501 0.00
C 0.62128 -2.13403 4.88750 0.00
C -0.80559 -1.78066 5.31085 0.00
C -1.88428 -2.43184 4.45795 0.00
H 0.08142 2.76547 6.34048 0.00
H 0.46370 1.04469 6.30247 0.00
H -0.14888 1.84654 4.85554 0.00
H 2.51755 2.51408 6.21386 0.00
H 1.94753 3.19729 4.70578 0.00
H 2.55801 0.23420 5.09283 0.00
H 3.71288 1.41391 4.52658 0.00
H 2.97159 0.50359 2.52311 0.01
H 2.06476 1.98517 2.62386 0.00
H -0.69635 0.39536 3.24524 0.01
H 2.02286 -2.10807 3.22090 0.00
H 0.43412 -2.65247 2.79678 0.00
H 1.32471 -1.57304 5.50873 0.00
H 0.78755 -3.19153 5.12626 0.00
H -0.94229 -0.69941 5.29774 0.00
H -0.94627 -2.09645 6.34914 0.00
H -1.87800 -2.04774 3.43614 0.00
H -2.87894 -2.25060 4.86906 0.00
H -1.73998 -3.51670 4.41124 0.00